C6H9N2O2 | ωB97M-V/def2-TZVPD

Summary:
Net charge ... -1
LUMO energy ... 3.8 eV
HOMO energy ... -0.177 hartree
Kohn-Sham gap ... 8.6 eV
Energy above the lowest of the compared OMol25 structures with the same formula, charge and spin ... 0.781 eV

Positions of all 19 atoms, in Å:
C (1.861, 1.106, -3.006)
C (0.346, 0.847, -2.697)
O (-0.297, 0.101, -3.455)
O (-0.123, 1.607, -1.807)
H (2.400, 0.767, -2.105)
H (2.134, 2.147, -3.147)
H (2.220, 0.430, -3.785)
C (-0.778, -2.306, 2.552)
C (-1.137, 1.139, 1.856)
C (-0.367, -0.520, 0.704)
C (-0.574, -0.933, 1.990)
N (-0.670, 0.818, 0.612)
N (-1.031, 0.184, 2.720)
H (-0.573, 1.394, -0.268)
H (-1.344, 2.186, 2.037)
H (0.170, -0.936, -0.128)
H (-1.517, -2.320, 3.329)
H (0.188, -2.722, 2.890)
H (-0.907, -2.991, 1.708)

And the natural (NBO) charges, in e, turn out to be: -0.738, 0.779, -0.743, -0.831, 0.197, 0.206, 0.197, -0.634, 0.160, -0.096, 0.042, -0.532, -0.508, 0.484, 0.171, 0.214, 0.223, 0.197, 0.213


C6H9N2O2 | ωB97M-V/def2-TZVPD

Summary:
Net charge ... -1
LUMO energy ... 3.7 eV
HOMO energy ... -0.171 hartree
Kohn-Sham gap ... 8.4 eV
Energy above the lowest of the compared OMol25 structures with the same formula, charge and spin ... 1.473 eV

Positions of all 19 atoms, in Å:
C (0.657, -0.209, -3.903)
C (1.901, -0.766, -0.635)
C (-0.134, -0.291, -1.491)
C (0.842, -0.267, -2.465)
N (0.523, -0.551, -0.269)
N (1.998, -0.678, -2.001)
H (-0.014, -0.464, 0.772)
H (2.642, -1.039, 0.050)
H (-1.173, -0.045, -1.541)
H (0.472, -1.204, -4.423)
H (1.517, 0.348, -4.349)
H (-0.387, 0.133, -4.144)
C (-2.101, 1.542, 1.892)
C (-1.202, 0.553, 2.692)
O (-0.313, -0.145, 2.130)
O (-1.403, 0.407, 3.857)
H (-2.062, 1.356, 0.871)
H (-1.621, 2.466, 1.950)
H (-3.074, 1.583, 2.266)

And the natural (NBO) charges, in e, turn out to be: -0.623, 0.126, -0.121, 0.035, -0.545, -0.504, 0.483, 0.185, 0.194, 0.199, 0.217, 0.200, -0.729, 0.786, -0.798, -0.714, 0.197, 0.208, 0.205


C6H9N2O2 | ωB97M-V/def2-TZVPD

Summary:
Net charge ... -1
LUMO energy ... 3.0 eV
HOMO energy ... -0.135 hartree
Kohn-Sham gap ... 6.7 eV
Energy above the lowest of the compared OMol25 structures with the same formula, charge and spin ... 1.821 eV

Positions of all 19 atoms, in Å:
C (-1.159, 2.356, -2.761)
C (-0.569, 2.264, -1.423)
C (-0.583, 1.743, 0.676)
C (0.628, 2.644, -0.921)
N (-1.358, 1.761, -0.343)
N (0.704, 2.215, 0.396)
H (-0.748, 1.601, 1.733)
H (-1.856, 3.158, -3.001)
H (-1.708, 1.437, -2.997)
H (1.121, 2.756, 1.133)
H (1.457, 3.283, -1.182)
H (-0.401, 2.336, -3.550)
C (0.610, -3.220, -0.239)
C (0.513, -3.065, 1.304)
O (1.624, -3.116, 1.875)
O (-0.632, -2.963, 1.818)
H (1.416, -2.586, -0.619)
H (-0.289, -2.911, -0.785)
H (0.947, -4.210, -0.547)

And the natural (NBO) charges, in e, turn out to be: -0.641, 0.072, 0.210, -0.103, -0.447, -0.545, 0.195, 0.214, 0.232, 0.397, 0.204, 0.213, -0.738, 0.757, -0.798, -0.793, 0.192, 0.187, 0.194


C6H9N2O2 | ωB97M-V/def2-TZVPD

Summary:
Net charge ... -2
Expectation value of S² ... 0.75
LUMO energy (spin up / spin down) ... 6.0 / 5.9 eV
HOMO energy (spin up / spin down) ... 0.142 / -0.067 hartree
Kohn-Sham gap (spin up / spin down) ... 2.1 / 7.7 eV
Multiplicity ... 2
Energy above the lowest of the compared OMol25 structures with the same formula, charge and spin ... 1.580 eV

Positions of all 19 atoms, in Å:
C (0.382, -2.859, 1.987)
C (1.729, -1.984, 1.578)
O (1.499, -0.741, 1.466)
O (2.850, -2.502, 1.658)
H (0.506, -3.366, 2.979)
H (0.199, -3.525, 1.124)
H (-0.403, -2.139, 2.170)
C (-1.576, 2.032, -3.254)
C (-1.116, 1.721, 0.358)
C (-0.434, 0.586, -1.462)
C (-1.292, 1.625, -1.794)
N (-0.451, 0.563, -0.065)
N (-1.807, 2.337, -0.657)
H (0.282, 0.042, 0.602)
H (-0.851, 1.901, 1.501)
H (0.012, -0.340, -2.039)
H (-0.815, 2.812, -3.583)
H (-2.602, 2.418, -3.341)
H (-1.457, 1.112, -3.823)

And the natural (NBO) charges, in e, turn out to be: -0.768, 0.794, -0.811, -0.758, 0.189, 0.201, 0.205, -1.303, 0.126, -0.189, 0.011, -0.582, -0.521, 0.478, 0.180, 0.213, 0.170, 0.190, 0.175


C6H9N2O2S | ωB97M-V/def2-TZVPD

Summary:
Net charge ... +1
LUMO energy (spin up / spin down) ... -4.3 / -4.3 eV
HOMO energy (spin up / spin down) ... -0.410 / -0.410 hartree
Kohn-Sham gap (spin up / spin down) ... 6.9 / 6.9 eV
Energy above the lowest of the compared OMol25 structures with the same formula, charge and spin ... 8.876 eV

Positions of all 20 atoms, in Å:
C (-1.721, -2.496, 0.682)
C (-0.459, -2.424, 1.363)
C (-0.139, 1.410, -0.592)
C (-0.235, 2.848, -0.836)
C (0.701, -2.219, 0.868)
C (-1.121, 0.731, -0.003)
N (0.810, 3.501, -1.318)
N (1.894, -2.405, 0.472)
O (1.993, 2.803, -1.464)
O (0.806, 4.608, -1.737)
S (-2.353, -0.248, 0.361)
H (-2.689, -2.779, 1.132)
H (-1.585, -2.951, -0.267)
H (-0.508, -2.150, 2.519)
H (0.682, 0.821, -0.846)
H (-1.198, 3.246, -0.577)
H (2.399, -1.940, -0.251)
H (2.586, 2.994, -2.181)
H (2.446, -3.108, 0.860)
H (-2.309, -0.243, 1.814)

And the natural (NBO) charges, in e, turn out to be: -0.588, -0.293, -0.197, -0.147, 0.375, -0.332, 0.448, -0.650, -0.576, -0.356, 0.573, 0.239, 0.215, 0.289, 0.244, 0.253, 0.420, 0.518, 0.405, 0.159


C6H9N2O4 | ωB97M-V/def2-TZVPD

Summary:
Net charge ... -1
LUMO energy ... 2.4 eV
HOMO energy ... -0.034 hartree
Kohn-Sham gap ... 3.3 eV
Energy above the lowest of the compared OMol25 structures with the same formula, charge and spin ... 10.788 eV

Positions of all 21 atoms, in Å:
O (-2.397, 1.414, -2.046)
C (-2.073, -0.029, -2.035)
C (-2.404, -0.689, -0.534)
C (-1.083, -0.373, 0.388)
C (0.016, -1.343, 1.122)
N (0.946, -0.318, 1.733)
C (0.509, 1.121, 1.416)
N (-0.761, 1.095, 0.587)
H (-1.548, 1.945, -1.989)
H (-0.893, -0.111, -2.141)
H (-2.605, -0.595, -2.910)
H (-2.566, -1.845, -0.732)
H (-3.397, -0.178, -0.113)
H (0.020, -2.513, 1.111)
H (1.825, -0.532, 2.284)
H (1.005, 2.143, 1.696)
H (-1.252, 1.963, 0.260)
C (4.157, -0.262, 0.433)
O (4.000, 0.368, -0.601)
O (3.855, 0.136, 1.563)
O (4.644, -1.397, 0.508)

And the natural (NBO) charges, in e, turn out to be: -0.758, -0.080, -0.476, 0.126, -0.063, -0.526, 0.146, -0.626, 0.478, 0.206, 0.188, 0.234, 0.231, 0.275, 0.509, 0.265, 0.445, 0.897, -0.830, -0.827, -0.813


C6H9N2O4 | ωB97M-V/def2-TZVPD

Summary:
Net charge ... +1
Structure (SMILES) ... CC(=O)O[N+](=O)C(C)(C)C#[N+][O-]
LUMO energy ... -7.1 eV
HOMO energy ... -0.509 hartree
Kohn-Sham gap ... 6.7 eV
Energy above the lowest of the compared OMol25 structures with the same formula, charge and spin ... 6.369 eV

Positions of all 21 atoms, in Å:
C (-2.826, -1.671, -0.475)
C (-2.092, -0.394, -0.305)
O (-2.265, 0.671, 0.210)
O (-0.762, -0.680, -0.879)
N (0.258, 0.113, -1.115)
O (0.474, 0.470, -2.209)
C (1.097, 0.471, -0.058)
C (2.535, 0.198, -0.363)
C (0.789, 1.922, 0.307)
C (0.638, -0.416, 1.087)
N (0.248, -0.807, 2.085)
O (-0.023, -1.410, 3.078)
H (-3.827, -1.306, -0.359)
H (-2.644, -2.248, -1.373)
H (-2.620, -2.280, 0.417)
H (3.142, 1.155, -0.676)
H (3.101, -0.126, 0.587)
H (2.603, -0.571, -1.121)
H (1.331, 2.361, 1.191)
H (-0.271, 2.002, 0.432)
H (1.115, 2.547, -0.460)

And the natural (NBO) charges, in e, turn out to be: -0.733, 0.832, -0.447, -0.363, 0.591, -0.081, -0.004, -0.624, -0.596, 0.110, 0.249, -0.348, 0.279, 0.283, 0.293, 0.264, 0.282, 0.244, 0.282, 0.248, 0.239


C6H9N2S | ωB97M-V/def2-TZVPD

Summary:
Net charge ... +1
LUMO energy ... -4.1 eV
HOMO energy ... -0.491 hartree
Kohn-Sham gap ... 9.3 eV
Energy above the lowest of the compared OMol25 structures with the same formula, charge and spin ... 0.922 eV

Positions of all 18 atoms, in Å:
C (2.855, -1.056, 0.094)
C (3.326, 0.177, -0.006)
C (0.950, 0.118, 0.069)
C (-1.233, 1.250, -0.782)
C (-1.388, 1.273, 0.710)
C (-0.634, 0.107, 0.075)
N (1.486, -1.082, 0.113)
N (-1.285, -1.200, 0.165)
S (2.087, 1.349, -0.222)
H (3.232, -2.068, 0.172)
H (4.327, 0.429, -0.367)
H (-2.052, 1.050, -1.357)
H (-0.513, 1.949, -1.056)
H (-0.904, 2.059, 1.296)
H (-2.221, 0.891, 1.142)
H (-2.304, -1.154, 0.126)
H (-1.077, -1.570, 1.089)
H (0.865, -1.882, 0.005)

And the natural (NBO) charges, in e, turn out to be: -0.015, -0.417, 0.127, -0.370, -0.395, 0.074, -0.478, -0.837, 0.605, 0.262, 0.288, 0.241, 0.217, 0.232, 0.222, 0.404, 0.369, 0.470


C6H9N3 | ωB97M-V/def2-TZVPD

Summary:
Structure (SMILES) ... C1=NN=C[C@@H]2C[C@@H]1CN2
LUMO energy ... 0.3 eV
HOMO energy ... -0.318 hartree
Kohn-Sham gap ... 9.0 eV
Energy above the lowest of the compared OMol25 structures with the same formula, charge and spin ... 9.092 eV

Positions of all 18 atoms, in Å:
C (-1.524, -1.294, -0.497)
N (-0.671, -2.253, -0.136)
N (0.809, -2.092, -0.512)
C (1.579, -1.204, 0.118)
C (1.079, 0.171, 0.751)
C (-0.282, -0.158, 1.088)
C (-0.735, 0.075, -0.482)
C (-0.575, 1.683, -0.465)
N (0.779, 1.477, -0.107)
H (-2.605, -1.641, -0.334)
H (2.638, -1.291, -0.434)
H (1.749, 0.843, 1.343)
H (-0.945, -1.113, 1.594)
H (-0.754, 0.822, 1.379)
H (0.013, -0.417, -1.194)
H (-1.315, 2.291, 0.257)
H (-0.591, 2.300, -1.380)
H (1.353, 1.799, -0.988)

And the natural (NBO) charges, in e, turn out to be: 0.074, -0.309, -0.257, 0.043, -0.141, -0.455, -0.303, -0.223, -0.661, 0.219, 0.207, 0.254, 0.296, 0.219, 0.237, 0.186, 0.218, 0.394


C6H9N3 | ωB97M-V/def2-TZVPD

Summary:
Structure (SMILES) ... CC#N.CC#N.CC#N
LUMO energy ... 0.6 eV
HOMO energy ... -0.401 hartree
Kohn-Sham gap ... 11.5 eV
Energy above the lowest of the compared OMol25 structures with the same formula, charge and spin ... 2.040 eV

Positions of all 18 atoms, in Å:
C (-0.992, 2.511, -0.360)
C (-2.299, 1.785, -0.302)
N (-3.287, 1.214, -0.353)
H (-0.547, 2.778, 0.599)
H (-1.112, 3.361, -1.032)
H (-0.224, 1.922, -0.861)
C (0.990, -1.992, 1.680)
C (0.661, -0.592, 1.661)
N (0.395, 0.545, 1.613)
H (0.089, -2.461, 1.287)
H (1.271, -2.308, 2.685)
H (1.904, -2.094, 1.095)
C (0.664, -0.330, -1.470)
C (0.260, -1.582, -0.804)
N (-0.153, -2.599, -0.332)
H (1.747, -0.203, -1.505)
H (0.230, 0.597, -1.096)
H (0.403, -0.553, -2.505)

And the natural (NBO) charges, in e, turn out to be: -0.694, 0.288, -0.330, 0.278, 0.247, 0.218, -0.734, 0.330, -0.402, 0.305, 0.247, 0.244, -0.714, 0.332, -0.380, 0.254, 0.251, 0.260


C6H9N3O | ωB97M-V/def2-TZVPD

Summary:
Structure (SMILES) ... N#C[C@@H](N)[C@@H](C#N)CCO
LUMO energy ... 0.3 eV
HOMO energy ... -0.394 hartree
Kohn-Sham gap ... 11.0 eV
Energy above the lowest of the compared OMol25 structures with the same formula, charge and spin ... 1.444 eV

Positions of all 19 atoms, in Å:
N (1.099, -3.095, -1.759)
C (0.696, -2.026, -1.659)
C (0.109, -0.678, -1.555)
N (-1.294, -0.764, -1.882)
C (0.524, -0.057, -0.150)
C (1.465, 1.046, -0.404)
N (2.298, 1.798, -0.651)
C (-0.671, 0.455, 0.666)
C (-0.279, 1.120, 1.980)
O (0.365, 0.256, 2.900)
H (0.580, -0.070, -2.329)
H (-1.819, -1.337, -1.237)
H (-1.718, 0.146, -1.983)
H (1.059, -0.823, 0.412)
H (-1.199, 1.205, 0.071)
H (-1.373, -0.356, 0.864)
H (-1.195, 1.445, 2.474)
H (0.328, 2.013, 1.793)
H (1.026, -0.277, 2.449)

And the natural (NBO) charges, in e, turn out to be: -0.290, 0.262, -0.126, -0.796, -0.337, 0.264, -0.296, -0.414, -0.064, -0.707, 0.251, 0.371, 0.374, 0.248, 0.216, 0.220, 0.191, 0.173, 0.461


C6H9N3O | ωB97M-V/def2-TZVPD

Summary:
LUMO energy (spin up / spin down) ... 0.4 / 0.2 eV
HOMO energy (spin up / spin down) ... -0.254 / -0.242 hartree
Kohn-Sham gap (spin up / spin down) ... 7.3 / 6.7 eV
Energy above the lowest of the compared OMol25 structures with the same formula, charge and spin ... 7.296 eV

Positions of all 19 atoms, in Å:
C (-0.609, 0.304, 0.116)
C (0.598, -0.186, -0.196)
C (-0.559, 1.686, 0.602)
C (0.651, 2.183, 0.346)
C (-1.964, -1.628, -0.463)
C (2.402, -1.657, -0.224)
N (-1.486, 2.207, 1.346)
N (1.649, 2.760, 0.093)
N (-1.837, -0.170, -0.377)
O (1.149, -1.281, 0.238)
H (-2.473, -2.059, 0.359)
H (-2.690, -1.830, -1.355)
H (-0.929, -1.958, -0.592)
H (2.346, -1.596, -1.249)
H (2.479, -2.723, 0.034)
H (3.199, -1.101, 0.309)
H (-1.145, 3.114, 1.799)
H (1.818, 3.567, -0.619)
H (-2.598, 0.368, -0.168)

And the natural (NBO) charges, in e, turn out to be: 0.085, 0.187, -0.003, 0.442, -0.408, -0.235, -0.703, -0.596, -0.565, -0.488, 0.193, 0.192, 0.210, 0.185, 0.187, 0.192, 0.335, 0.394, 0.395


Question: Among the records above, which one has the lowest energy above the lowest of the compared OMol25 structures with the same formula, charge and spin?
Answer: number 1


Question: Which of these has the lowest energy above the lowest of the compared OMol25 structures with the same formula, charge and spin?
Answer: number 1


Repeat the ninth record exactly.
C6H9N3 | ωB97M-V/def2-TZVPD

Summary:
Structure (SMILES) ... C1=NN=C[C@@H]2C[C@@H]1CN2
LUMO energy ... 0.3 eV
HOMO energy ... -0.318 hartree
Kohn-Sham gap ... 9.0 eV
Energy above the lowest of the compared OMol25 structures with the same formula, charge and spin ... 9.092 eV

Positions of all 18 atoms, in Å:
C (-1.524, -1.294, -0.497)
N (-0.671, -2.253, -0.136)
N (0.809, -2.092, -0.512)
C (1.579, -1.204, 0.118)
C (1.079, 0.171, 0.751)
C (-0.282, -0.158, 1.088)
C (-0.735, 0.075, -0.482)
C (-0.575, 1.683, -0.465)
N (0.779, 1.477, -0.107)
H (-2.605, -1.641, -0.334)
H (2.638, -1.291, -0.434)
H (1.749, 0.843, 1.343)
H (-0.945, -1.113, 1.594)
H (-0.754, 0.822, 1.379)
H (0.013, -0.417, -1.194)
H (-1.315, 2.291, 0.257)
H (-0.591, 2.300, -1.380)
H (1.353, 1.799, -0.988)

And the natural (NBO) charges, in e, turn out to be: 0.074, -0.309, -0.257, 0.043, -0.141, -0.455, -0.303, -0.223, -0.661, 0.219, 0.207, 0.254, 0.296, 0.219, 0.237, 0.186, 0.218, 0.394


Question: Look up the energy above the lowest of the compared OMol25 structures with the same formula, charge and spin of the ninth one.
Answer: 9.092 eV